No. 1
# AlBH6O

A structure of composition AlBH6O (ωB97M-V/def2-TZVPD, the Open Molecules 2025 dataset).

```
9
AlBH6O ωB97M-V/def2-TZVPD
Al -0.4373 -0.5482 0.1511
B 1.5416 1.9984 -0.2373
H 0.7599 1.8404 -0.9642
H 1.3487 1.5725 0.7351
H 2.4107 1.4938 -0.6303
H 1.8326 3.0314 -0.1260
O -2.2661 -2.8134 0.4247
H -2.2183 -3.4112 -0.3213
H -2.9719 -3.1638 0.9682
```

Computed properties:
Highest occupied orbital energy (alpha / beta)   -25.91 / -26.02 eV
Charge   +3
Gap between HOMO and LUMO (alpha / beta)   0.212 / 0.188 Ha
Spin multiplicity   2



No. 2
# AlH2O

A structure of composition AlH2O (ωB97M-V/def2-TZVPD, the Open Molecules 2025 dataset).

```
4
AlH2O ωB97M-V/def2-TZVPD
Al 2.3142 -0.6462 -0.0628
O -0.3886 0.2750 0.1948
H -0.7426 0.6276 -0.6936
H -1.1829 -0.2565 0.5616
```

Computed properties:
Highest occupied orbital energy   -31.03 eV
Charge   +3
Gap between HOMO and LUMO   0.213 Ha
ΔE to the lowest compared entry with this formula, charge and spin   1.1569 eV



No. 3
# AlN2O6

A structure of composition AlN2O6 (ωB97M-V/def2-TZVPD, the Open Molecules 2025 dataset).

```
9
AlN2O6 ωB97M-V/def2-TZVPD
Al 17.3190 9.9152 14.0163
N 14.9060 11.3431 14.7171
O 14.5291 11.3029 15.9424
O 16.0594 11.2137 14.5090
O 14.1050 11.2293 13.7584
N 19.7375 9.3016 13.7182
O 19.3116 10.1480 14.5682
O 20.8416 9.3189 13.2574
O 18.8142 8.7426 13.1772
```

Computed properties:
Highest occupied orbital energy   -15.16 eV
Charge   +1
Gap between HOMO and LUMO   0.207 Ha
ΔE to the lowest compared entry with this formula, charge and spin   0.0004 eV



No. 4
# AlO4P

A structure of composition AlO4P (ωB97M-V/def2-TZVPD, the Open Molecules 2025 dataset).

```
6
AlO4P ωB97M-V/def2-TZVPD
Al -3.3476 0.3561 2.8398
P 0.7610 -0.1347 -0.5210
O 2.1185 0.4576 -0.1746
O 0.0570 -1.2008 0.3932
O 0.7997 -0.4852 -2.0810
O -0.3886 1.0070 -0.4565
```

Computed properties:
Highest occupied orbital energy   -8.37 eV
Gap between HOMO and LUMO   0.181 Ha
ΔE to the lowest compared entry with this formula, charge and spin   3.8894 eV



No. 5
# ArH22O11

A structure of composition ArH22O11 (ωB97M-V/def2-TZVPD, the Open Molecules 2025 dataset).

```
34
ArH22O11 ωB97M-V/def2-TZVPD
Ar -0.0322 -0.5338 0.1924
O -0.6187 3.9139 -0.5236
H -0.8212 3.3053 0.1869
H -0.3538 3.3525 -1.2523
O 0.5944 -1.9773 -2.9735
H -0.0888 -2.0278 -2.3050
H 0.9632 -2.8600 -3.0070
O 0.6103 1.8318 -2.1679
H 0.9887 1.0765 -1.7178
H 1.1104 1.9019 -2.9811
O -1.6598 -3.0818 -0.6664
H -2.0020 -3.2994 0.2006
H -1.4573 -3.9287 -1.0640
O -2.1768 1.4135 -1.9737
H -2.2835 2.3342 -2.2126
H -1.2417 1.2431 -2.0867
O 2.7739 0.8482 1.9300
H 3.4246 0.4818 1.3313
H 3.2410 1.5405 2.3977
O 1.3428 0.4828 4.2228
H 0.4224 0.3487 3.9968
H 1.8265 0.1506 3.4665
O -3.2449 -0.4194 2.2596
H -2.5561 -0.3575 2.9214
H -3.0983 -1.2668 1.8393
O -2.3038 1.7958 0.9983
H -2.4001 0.9934 1.5112
H -2.2515 1.4957 0.0908
O 0.7854 -4.0245 0.9523
H 1.4968 -3.5272 0.5487
H 0.0122 -3.4715 0.8401
O 2.8920 0.4900 -1.3858
H 3.0533 0.3519 -2.3192
H 3.0525 1.4239 -1.2501
```

Computed properties:
Highest occupied orbital energy   -10.45 eV
Gap between HOMO and LUMO   0.373 Ha
ΔE to the lowest compared entry with this formula, charge and spin   1.3183 eV



No. 6
# ArH22O11

A structure of composition ArH22O11 (ωB97M-V/def2-TZVPD, the Open Molecules 2025 dataset).

```
34
ArH22O11 ωB97M-V/def2-TZVPD
Ar 0.1038 0.5749 0.0615
O -1.1102 -1.9321 -2.9342
H -1.4555 -2.0797 -3.8147
H -1.8797 -1.7153 -2.4078
O -4.1339 0.8566 0.2623
H -3.9950 0.6413 -0.6599
H -3.7123 0.1432 0.7415
O -0.4391 -3.4993 -0.7876
H 0.0640 -4.2176 -1.1711
H -0.6463 -2.9292 -1.5281
O 3.7339 -0.2591 0.1691
H 3.6395 0.4279 -0.4907
H 4.5526 -0.0493 0.6185
O -2.9192 3.1117 1.8415
H -3.4067 2.5470 1.2417
H -2.2815 2.5294 2.2543
O 1.6945 -2.5751 0.7138
H 0.8817 -2.7315 0.2330
H 2.1009 -1.8345 0.2638
O 1.6072 -0.7594 -3.2931
H 0.6571 -0.7702 -3.1774
H 1.8799 -1.6611 -3.1229
O -2.4234 -0.5782 2.2066
H -1.5180 -0.2742 2.2701
H -2.3566 -1.5331 2.2084
O 3.3031 0.9958 -2.1230
H 2.6810 0.4012 -2.5420
H 3.9043 1.2472 -2.8242
O -0.6223 1.5710 3.0178
H 0.1982 1.0801 2.9722
H -1.0544 1.2436 3.8066
O 1.1500 4.1081 1.6585
H 1.2799 4.5161 2.5146
H 0.5225 3.4038 1.8211
```

Computed properties:
Highest occupied orbital energy   -10.37 eV
Gap between HOMO and LUMO   0.362 Ha
ΔE to the lowest compared entry with this formula, charge and spin   0.7526 eV



No. 7
# ArH24O12

A structure of composition ArH24O12 (ωB97M-V/def2-TZVPD, the Open Molecules 2025 dataset).

```
37
ArH24O12 ωB97M-V/def2-TZVPD
Ar -0.8057 0.4945 0.1346
O 0.9345 1.3019 -3.9259
H 0.5744 1.5950 -4.7630
H 0.5659 1.9059 -3.2814
O -1.6249 -0.2405 3.3483
H -0.8928 -0.4046 3.9427
H -1.6217 -0.9886 2.7513
O 0.3565 3.4038 1.1777
H 0.1215 4.0472 1.8462
H 0.8441 2.7311 1.6529
O -2.8461 -1.8663 -1.7463
H -3.6672 -1.4710 -1.4535
H -2.8647 -2.7529 -1.3862
O 0.9064 -2.7711 1.6291
H 1.1789 -2.7113 0.7134
H 1.4736 -2.1523 2.0892
O -0.2781 3.1557 -2.0342
H -0.5959 3.1434 -1.1314
H 0.5616 3.6127 -1.9868
O -2.4231 2.4554 2.7962
H -2.1490 1.5765 3.0582
H -1.8427 2.6811 2.0693
O 2.5763 0.5644 -1.2191
H 2.1358 0.6470 -2.0649
H 3.4570 0.9066 -1.3728
O 2.3374 1.3258 1.6001
H 2.2759 0.4770 2.0384
H 2.3884 1.1118 0.6686
O 1.8539 -2.2692 -0.8733
H 1.0206 -2.1296 -1.3232
H 2.2244 -1.3919 -0.7768
O -0.2388 -2.0392 -2.7289
H -1.0994 -2.0570 -2.3101
H -0.0009 -2.9611 -2.8278
O -1.7558 -2.9462 2.2584
H -0.8900 -2.6813 1.9478
H -2.1900 -3.3027 1.4834
```

Computed properties:
Highest occupied orbital energy   -10.55 eV
Gap between HOMO and LUMO   0.385 Ha
ΔE to the lowest compared entry with this formula, charge and spin   0.7115 eV



No. 8
# AsF6H20O10

A structure of composition AsF6H20O10 (ωB97M-V/def2-TZVPD, the Open Molecules 2025 dataset).

```
37
AsF6H20O10 ωB97M-V/def2-TZVPD
As 0.2478 -0.1189 -0.1059
F 1.1165 -1.5210 -0.7977
F -1.2122 -0.3689 -1.1064
F -0.5016 1.3313 0.6199
F 1.5519 0.1293 1.1283
F 1.0642 1.0135 -1.2544
F -0.5909 -1.1915 1.0848
O 0.7973 3.6846 0.4016
H 1.5573 3.2803 0.8200
H 0.1634 2.9725 0.3158
O -2.3705 -2.6840 2.6689
H -2.5607 -3.1390 1.8485
H -1.6693 -2.0714 2.4466
O -2.7124 1.3604 -3.4972
H -2.7075 0.5636 -4.0277
H -2.7659 1.0472 -2.5943
O 2.7669 2.9677 -2.4302
H 2.4904 2.9902 -3.3464
H 1.9870 2.6878 -1.9510
O -3.2932 0.3854 2.5188
H -2.7262 0.3516 1.7484
H -2.6894 0.4533 3.2585
O 0.5767 -4.1892 -0.4478
H 0.7263 -3.2578 -0.6102
H -0.2467 -4.2187 0.0393
O 4.1727 -0.3192 -3.0686
H 3.4301 -0.1459 -2.4901
H 4.9370 -0.2904 -2.4932
O -3.4969 0.6180 -0.8565
H -4.2201 0.0370 -0.6208
H -2.7311 0.0450 -0.8937
O 0.4966 1.7215 3.1866
H 0.1443 2.4707 2.7061
H 0.8175 1.1295 2.5063
O 2.6302 -2.9349 1.7285
H 2.4027 -2.3222 1.0293
H 2.4177 -2.4672 2.5362
```

Computed properties:
Highest occupied orbital energy   -8.52 eV
Charge   -1
Gap between HOMO and LUMO   0.377 Ha
ΔE to the lowest compared entry with this formula, charge and spin   0.9610 eV